1.
A 9-piece molecular cluster, C62H140N8O9 overall at a distorted geometry. Source: the OMol25 dataset; level of theory: the ωB97M-V functional and the def2-TZVPD basis.

Values from the calculation:
* HOMO: -13.21 eV
* total energy: -3559.0343 Eh
* total charge: +6
* ΔE to the lowest compared entry with this formula, charge and spin: 416.6 kJ/mol

Structure (XYZ):
```
219
C62H140N8O9 the ωB97M-V functional and the def2-TZVPD basis
C 15.60409 14.82714 -0.39712
C 15.40030 14.59291 0.94041
C 16.06830 15.44497 2.06872
O 15.75432 15.42637 3.33200
C 17.06750 16.34043 1.70967
C 17.51025 16.55519 0.35083
C 16.73150 15.73092 -0.80913
O 17.08446 15.89828 -1.98151
O 18.35265 17.41080 0.05524
O 14.58366 13.56780 1.07315
H 14.99370 14.29900 -1.11468
H 17.54157 16.94704 2.46709
C 22.75829 19.79904 3.47796
C 23.38420 20.20258 2.15947
C 24.19435 19.13531 1.42058
O 24.45133 19.32846 0.07184
C 25.24820 20.42617 -0.27823
N 22.17562 20.67657 1.25624
H 21.83597 19.84773 0.78960
H 21.37585 21.06766 1.73325
H 22.40690 21.29659 0.49323
H 23.47045 19.30202 4.13667
H 21.92279 19.10206 3.41266
H 22.39104 20.69210 3.98360
H 23.97530 21.11484 2.24000
H 23.58376 18.23256 1.40290
H 25.10744 18.89400 1.96476
H 24.76972 21.38565 -0.08195
H 25.62200 20.28012 -1.29166
H 26.15345 20.53973 0.31820
C 17.09934 16.59906 9.77278
C 17.91054 17.82255 9.36489
C 19.06928 17.94150 10.26494
O 19.84724 19.11007 9.96566
C 20.90350 19.28162 10.89629
N 18.25287 17.65684 7.89892
H 18.63809 18.53225 7.57431
H 18.98829 16.96641 7.84818
H 17.47821 17.33113 7.33864
H 17.68293 15.69586 9.59461
H 16.16276 16.38975 9.25595
H 16.86912 16.59576 10.83819
H 17.35608 18.76070 9.34153
H 19.81971 17.15788 10.16063
H 18.68704 17.93742 11.28571
H 21.41278 20.21817 10.66917
H 21.54791 18.40687 10.80876
H 20.44692 19.37556 11.88159
C 9.79996 10.45451 6.55961
N 11.31307 10.33461 6.39300
C 11.96351 11.72037 6.55392
C 11.86457 9.41868 7.53505
C 11.52494 9.70202 5.00423
C 13.01361 9.21406 4.76329
O 13.38846 8.06998 5.48426
H 9.42848 10.90109 5.63729
H 9.64366 11.09894 7.42470
H 9.36484 9.45868 6.64383
H 11.78628 12.26482 7.48142
H 11.80908 12.25539 5.61689
H 13.03322 11.53287 6.64706
H 12.94449 9.56659 7.53290
H 11.67390 8.38317 7.25321
H 11.45241 9.66293 8.51412
H 11.30616 10.54528 4.34914
H 10.77400 8.95625 4.74342
H 13.76653 9.96805 4.99284
H 13.08073 9.02511 3.69189
H 14.03411 7.58270 4.96726
C 21.79457 17.65314 -4.22240
N 22.46050 16.35367 -4.68111
C 23.99684 16.53430 -4.96252
C 22.09040 15.33386 -3.58958
C 21.88422 15.77981 -6.00282
C 21.45287 16.86222 -7.10148
O 22.51540 17.62348 -7.54340
H 22.09098 18.50948 -4.82813
H 22.13118 17.84696 -3.20395
H 20.71132 17.55477 -4.29326
H 24.21224 17.20480 -5.79446
H 24.21641 15.47183 -5.06760
H 24.45674 16.93719 -4.06014
H 21.03816 15.50661 -3.36372
H 22.79737 15.59564 -2.80232
H 22.36024 14.37816 -4.03895
H 21.00167 15.22112 -5.69121
H 22.58033 15.01097 -6.33808
H 20.58961 17.40612 -6.71800
H 20.89704 16.43939 -7.93836
H 22.19473 18.46941 -7.86461
C 14.56063 20.88292 -2.92095
N 14.69764 21.74980 -1.68590
C 16.10901 22.33305 -1.72652
C 13.75760 22.99135 -1.65838
C 14.51422 21.04239 -0.32295
C 13.38815 20.03555 -0.20674
O 12.21827 20.75235 -0.28960
H 15.06549 21.22046 -3.82609
H 13.47847 20.77227 -2.99027
H 15.06104 19.94551 -2.67819
H 16.88993 21.57920 -1.82641
H 16.33324 22.80725 -0.77103
H 16.28305 22.94682 -2.61031
H 13.87903 23.52293 -0.71457
H 12.69963 22.73258 -1.70102
H 14.13513 23.71540 -2.38042
H 14.54851 21.84694 0.41164
H 15.45023 20.52744 -0.10661
H 13.43666 19.37800 0.66122
H 13.48897 19.41619 -1.09799
H 11.47259 20.19337 -0.05911
C 10.46488 4.73639 1.60424
C 10.63051 4.29435 0.11471
C 10.25293 5.35408 -0.86865
C 11.24545 6.53778 -0.97142
N 10.96360 7.47036 -2.14279
C 12.07988 8.51816 -2.07811
C 13.32170 7.91724 -2.67959
C 12.84800 6.90865 -3.71454
C 11.34702 6.84128 -3.55406
C 9.55917 8.08884 -2.26751
C 9.13024 8.86665 -0.96403
C 7.70253 9.15593 -0.89312
H 9.45564 4.55062 1.97173
H 10.68581 5.75424 1.92561
H 11.12954 4.16351 2.25086
H 10.19145 3.31909 -0.09549
H 11.70242 4.17008 -0.03917
H 9.27384 5.73489 -0.57804
H 10.00850 4.79227 -1.77017
H 12.28314 6.21783 -1.06597
H 11.29997 7.19819 -0.10598
H 11.66192 9.36919 -2.61584
H 12.12629 8.83345 -1.03575
H 14.01540 8.65830 -3.07671
H 13.97219 7.39023 -1.98156
H 13.09000 7.24780 -4.72177
H 13.15975 5.87112 -3.59445
H 10.88954 7.42763 -4.35094
H 10.89729 5.85010 -3.61243
H 8.83382 7.32112 -2.53693
H 9.60318 8.81835 -3.07619
H 9.60753 9.83227 -0.79703
H 9.31360 8.18264 -0.13541
H 7.10129 8.28491 -0.63248
H 7.24273 9.38379 -1.85477
H 7.42922 9.97664 -0.22991
C 24.79077 7.87683 3.77656
C 24.02360 9.22105 3.83787
C 22.51539 8.78508 3.82657
C 21.66956 10.09682 3.94691
N 20.16112 9.89403 3.81559
C 19.42810 11.20053 4.18702
C 19.19602 11.14619 5.73988
C 19.03836 9.77467 6.09962
C 19.65406 8.93180 4.94563
C 19.81953 9.49176 2.34801
C 20.44223 10.29783 1.19589
C 19.59686 10.18406 -0.13592
H 24.64489 7.14271 2.98417
H 24.63465 7.44186 4.76374
H 25.83513 8.18775 3.74960
H 24.21972 9.80691 2.93986
H 24.30863 9.72030 4.76395
H 22.37667 8.10435 4.66650
H 22.33252 8.21142 2.91796
H 22.00265 10.87181 3.25656
H 21.70854 10.43646 4.98191
H 18.52307 11.22195 3.57993
H 20.00996 12.03121 3.78765
H 18.42839 11.85211 6.05693
H 20.00684 11.60124 6.30873
H 17.99670 9.53376 6.31175
H 19.34783 9.51615 7.11228
H 18.77549 8.38009 4.61124
H 20.36844 8.20398 5.33041
H 18.74832 9.41401 2.16213
H 20.25921 8.50297 2.21732
H 21.42488 9.97020 0.85650
H 20.61893 11.32071 1.52845
H 18.60583 10.61123 0.01736
H 19.55942 9.10031 -0.24626
H 20.07601 10.44366 -1.07992
C 9.67322 14.26802 -3.96820
C 11.07070 14.82699 -4.53679
C 11.37840 14.62641 -6.06352
C 12.94252 14.58072 -6.37166
N 13.32669 14.51486 -7.86674
C 12.71494 15.72322 -8.64975
C 13.56384 16.95361 -8.29561
C 14.93145 16.34727 -8.00341
C 14.85085 14.79363 -7.97054
C 12.90090 13.21757 -8.61929
C 13.44911 11.97140 -8.09729
C 12.65393 10.82851 -8.86979
H 9.59910 13.26607 -4.39095
H 8.73915 14.68870 -4.34054
H 9.77717 14.20947 -2.88475
H 11.88671 14.44324 -3.92448
H 11.01471 15.88599 -4.28479
H 10.86568 15.39705 -6.63916
H 10.95582 13.67527 -6.38734
H 13.41732 13.69687 -5.94567
H 13.41023 15.46826 -5.94549
H 12.77997 15.53989 -9.72226
H 11.67541 15.93404 -8.39866
H 13.65383 17.67207 -9.11037
H 13.01391 17.41611 -7.47599
H 15.61074 16.47734 -8.84588
H 15.33633 16.80192 -7.09927
H 15.18667 14.27333 -8.86754
H 15.28580 14.18954 -7.17431
H 13.21708 13.38594 -9.64875
H 11.83798 13.38523 -8.44552
H 13.31033 11.82645 -7.02592
H 14.53732 11.95787 -8.15833
H 13.08016 9.86179 -8.60164
H 12.69649 10.89525 -9.95691
H 11.62345 10.95281 -8.53700
```

2.
C5H13NO4 as an isolated structure at a distorted geometry. Source: the OMol25 dataset; level of theory: the ωB97M-V functional and the def2-TZVPD basis.

Values from the calculation:
* HOMO: -7.91 eV
* total energy: -553.9675 Eh
* total charge: 0
* ΔE to the lowest compared entry with this formula, charge and spin: 182.5 kJ/mol

Structure (XYZ):
```
23
C5H13NO4 the ωB97M-V functional and the def2-TZVPD basis
C -0.96867 0.40378 -0.52862
C 0.80389 -0.08179 -1.33586
C 0.87781 0.59919 -2.67504
N 0.88453 -1.44574 -1.36594
O -1.72927 -0.75948 -0.41617
O -1.28709 1.41055 0.41350
H -1.28640 -1.36451 0.20481
H -2.23299 1.59861 0.33600
H -1.29344 0.83135 -1.48684
H 1.45442 0.35161 -0.58084
H 0.21720 -1.89637 -1.98186
H 0.86711 -1.87054 -0.42486
H 1.84273 0.40326 -3.14061
H 0.09672 0.22564 -3.33706
H 0.76440 1.67365 -2.56141
C -0.53483 0.08034 2.83065
C 0.37359 -0.45019 1.74900
O 1.58688 0.17977 1.66603
O 0.29097 -1.60692 1.34734
H 1.51393 1.08852 1.97998
H -1.52105 -0.35660 2.73154
H -0.09231 -0.17598 3.79337
H -0.62810 1.16186 2.78289
```

Q: The lowest HOMO belongs to which entry?
A: C62H140N8O9